(1)
78
Properties=species:S:1:pos:R:3 method="wB97M-V/def2-TZVPD" e_lumo_ev=-2.1 e_tot_ev=-65611.61223 homo_lumo_gap_ha=0.0719 relative_energy_kcal_mol=37.17 spin_multiplicity=1
Cd 1.9789 0.3358 0.0316
C -2.2896 -0.1377 6.6799
C -1.9845 -0.1262 5.3620
C -2.7072 0.8191 4.3970
C -1.8353 1.8317 3.6529
C -0.7700 2.4187 4.5350
C -0.8450 2.6028 5.8669
C -2.0557 2.4328 6.7843
C -2.2186 1.0917 7.5466
C 1.7232 -0.5265 2.0089
H -2.4230 -1.0814 7.2657
H -1.2054 -0.7705 4.8938
H -3.4529 1.3584 5.0090
H -3.2879 0.2387 3.6338
H -1.3618 1.3814 2.7551
H -2.5055 2.6163 3.2450
H 0.0398 2.9250 3.9878
H 0.0202 3.0597 6.4024
H -2.9689 2.7249 6.2720
H -1.9426 3.1924 7.5888
H -1.3469 0.9741 8.2195
H -3.0723 1.1940 8.2501
H 1.8181 -1.5991 1.7130
H 0.7302 -0.3095 2.4093
H 2.4777 -0.1943 2.7486
P 0.1912 -2.2514 -2.5345
P 2.1177 0.2859 -2.8985
C -0.4449 -0.6893 -3.1809
C 0.3846 0.3603 -3.4212
C -0.5548 -3.3828 -3.8025
C -1.6880 -3.0471 -4.5544
C -2.2523 -3.9541 -5.4529
C -1.6663 -5.2064 -5.6410
C -0.4950 -5.5338 -4.9454
C 0.0621 -4.6272 -4.0446
C -0.9839 -2.4238 -1.1007
C -0.8793 -1.4442 -0.0985
C -1.6676 -1.5043 1.0441
C -2.6637 -2.4883 1.1563
C -2.8304 -3.4169 0.1124
C -1.9848 -3.3972 -1.0059
C 2.7797 0.9515 -4.5201
C 2.6075 0.1627 -5.6744
C 2.9610 0.6658 -6.9277
C 3.4675 1.9666 -7.0441
C 3.6290 2.7565 -5.9026
C 3.2922 2.2468 -4.6453
C 2.1837 1.8293 -1.9175
C 3.2984 1.9452 -1.0284
C 3.4625 3.1379 -0.3013
C 2.4558 4.1035 -0.3147
C 1.3041 3.9164 -1.0812
C 1.1551 2.7820 -1.8769
H -1.5280 -0.6025 -3.3476
H 0.0491 1.2662 -3.9537
H -2.1592 -2.0769 -4.4501
H -3.1538 -3.6782 -5.9994
H -2.1170 -5.9203 -6.3248
H -0.0261 -6.5041 -5.1074
H 0.9759 -4.8858 -3.5108
H -0.2083 -0.5877 -0.2500
H -1.5268 -0.7706 1.8463
H -3.3071 -2.5104 2.0399
H -3.6336 -4.1503 0.1676
H -2.1371 -4.1077 -1.8207
H 2.1557 -0.8273 -5.5955
H 2.8287 0.0518 -7.8207
H 3.7329 2.3659 -8.0236
H 4.0031 3.7770 -5.9835
H 3.3891 2.8890 -3.7718
H 4.0909 1.1825 -1.0350
H 4.3450 3.2524 0.3258
H 2.5591 5.0050 0.2995
H 0.5103 4.6684 -1.0856
H 0.2299 2.6066 -2.4170
O 0.7112 0.0546 9.7478
N 1.1229 -0.5945 8.7664
O 1.3368 -0.0989 7.6465

(2)
76
Properties=species:S:1:pos:R:3 method="wB97M-V/def2-TZVPD" e_lumo_ev="0.2 / -0.1" e_tot_ev=-105616.68262 homo_lumo_gap_ha="0.2802 / 0.2688" spin_multiplicity=4
Co 1.2179 1.2709 0.8661
C 5.8185 -0.8730 0.3500
C 5.1832 -1.7061 -0.5004
C 4.4174 -2.9613 -0.0956
C 3.2458 -2.7641 0.9143
C 3.5259 -2.3491 2.3346
C 4.7139 -1.9804 2.7900
C 5.9984 -2.6054 2.2878
C 6.6647 -1.5265 1.4273
C 2.0086 2.8736 -0.3131
H 5.9668 0.2193 0.1984
H 5.1335 -1.4765 -1.5689
H 5.0951 -3.7537 0.2944
H 3.9038 -3.2988 -1.0357
H 2.5482 -2.0161 0.5208
H 2.6513 -3.6890 0.8140
H 2.6435 -2.0771 2.9301
H 4.8262 -1.3883 3.7037
H 5.9077 -3.5433 1.7222
H 6.6736 -2.8990 3.1149
H 7.0957 -0.7731 2.0984
H 7.5186 -2.0610 0.9855
H 2.8082 2.3948 -0.9163
H 2.4935 3.6420 0.3251
H 1.5120 3.3040 -1.1356
P -1.7759 0.7968 -1.8305
P -2.3091 1.0622 0.8948
C -2.4610 -0.7095 -1.0736
C -2.7209 -0.5812 0.2578
C -2.8473 0.8793 -3.3596
C -3.5982 -0.2049 -3.8359
C -4.3059 -0.1250 -5.0455
C -4.3199 1.0580 -5.7903
C -3.6262 2.1642 -5.2893
C -2.9132 2.0865 -4.0873
C -0.1650 0.1805 -2.4412
C 0.8409 0.0510 -1.4701
C 2.0895 -0.4351 -1.8478
C 2.3343 -0.8205 -3.1801
C 1.3336 -0.6976 -4.1473
C 0.0999 -0.1494 -3.7818
C -4.0486 1.5651 1.4004
C -5.0078 1.7901 0.3924
C -6.3465 2.0412 0.7139
C -6.7787 2.0960 2.0404
C -5.8265 1.9006 3.0412
C -4.4802 1.6454 2.7310
C -1.4789 0.6709 2.4474
C -0.9368 1.7394 3.1908
C -0.3581 1.4756 4.4319
C -0.2910 0.1553 4.9076
C -0.7912 -0.9050 4.1423
C -1.3793 -0.6447 2.9076
H -2.6061 -1.6134 -1.6724
H -3.1739 -1.3375 0.9073
H -3.6312 -1.1318 -3.2696
H -4.8396 -0.9994 -5.4059
H -4.8638 1.1139 -6.7381
H -3.6360 3.0949 -5.8532
H -2.3880 2.9652 -3.7136
H 0.5743 0.2939 -0.3909
H 2.9139 -0.4970 -1.1286
H 3.3139 -1.2134 -3.4644
H 1.5105 -1.0432 -5.1708
H -0.6635 -0.0226 -4.5436
H -4.7168 1.7400 -0.6607
H -7.0790 2.1771 -0.0785
H -7.8330 2.2673 2.2843
H -6.1504 1.9198 4.0766
H -3.7836 1.4761 3.5523
H -1.0025 2.7545 2.7911
H 0.0620 2.2997 5.0146
H 0.1439 -0.0488 5.8881
H -0.7509 -1.9373 4.5011
H -1.7641 -1.4670 2.3102
Cl 2.8601 1.1611 2.3338

(3)
86
Properties=species:S:1:pos:R:3 method="wB97M-V/def2-TZVPD" e_lumo_ev="3.6 / 3.6" e_tot_ev=-109051.39276 homo_lumo_gap_ha="0.1489 / 0.1473" charge=-2 spin_multiplicity=2
Pd -1.3484 -0.0877 -1.9435
O 1.3030 -0.3209 -1.7222
P 2.2119 -0.2047 -0.5650
C 1.5403 0.8636 0.7367
P 0.1491 0.0358 1.5885
O -0.5716 -0.9958 0.8254
C 0.9079 -0.7204 3.0603
C 1.6814 -0.0352 3.9943
C 2.2033 -0.6995 5.0929
C 1.9486 -2.0550 5.2654
C 1.1708 -2.7393 4.3426
C 0.6460 -2.0750 3.2437
C -0.9284 1.3704 2.1484
C -0.4979 2.5511 2.7506
C -1.4204 3.5199 3.1078
C -2.7721 3.3157 2.8502
C -3.1997 2.1514 2.2295
C -2.2806 1.1733 1.8783
C 2.6322 -1.7816 0.2077
C 3.4909 -1.8922 1.3006
C 3.7777 -3.1365 1.8314
C 3.2103 -4.2749 1.2665
C 2.3665 -4.1685 0.1713
C 2.0802 -2.9209 -0.3678
C 3.8222 0.4903 -1.0465
C 4.2658 0.1372 -2.3209
C 5.5208 0.5294 -2.7555
C 6.3448 1.2768 -1.9228
C 5.9060 1.6401 -0.6580
C 4.6499 1.2451 -0.2209
H 1.1560 1.7169 0.1736
H 2.2627 1.2032 1.4819
H 1.8851 1.0221 3.8670
H 2.8078 -0.1633 5.8146
H 2.3594 -2.5766 6.1218
H 0.9732 -3.7961 4.4736
H 0.0480 -2.5907 2.5012
H 0.5579 2.7310 2.9242
H -1.0863 4.4439 3.5643
H -3.4903 4.0844 3.1087
H -4.2433 2.0091 1.9821
H -2.5901 0.2874 1.3391
H 3.9297 -1.0058 1.7459
H 4.4302 -3.2212 2.6917
H 3.4183 -5.2476 1.6967
H 1.9115 -5.0496 -0.2626
H 1.3966 -2.8173 -1.2029
H 3.6033 -0.4278 -2.9656
H 5.8556 0.2556 -3.7482
H 7.3262 1.5832 -2.2638
H 6.5397 2.2357 -0.0123
H 4.3148 1.5461 0.7641
Cl -5.2796 6.1703 -2.4209
C -3.9862 4.9977 -2.1856
C -3.4992 4.7517 -0.9131
C -2.4724 3.8439 -0.7386
C -1.8951 3.1279 -1.8120
C -0.8467 2.1652 -1.6204
C -2.4373 3.4118 -3.0882
C -3.4574 4.3222 -3.2754
H -3.9229 5.2731 -0.0628
H -2.0968 3.6633 0.2637
H -0.3750 2.2562 -0.6446
H -0.1238 2.1017 -2.4370
H -2.0528 2.8639 -3.9416
H -3.8585 4.5010 -4.2658
C -3.0523 -3.0883 -3.3517
Si -1.5093 -2.4004 -2.4433
C -0.0851 -3.1856 -3.5284
C -1.4780 -3.5382 -0.8789
H -2.9934 -4.1762 -3.4889
H -3.1566 -2.6249 -4.3378
H -3.9572 -2.8533 -2.7866
H 0.2381 -4.1641 -3.1495
H 0.7917 -2.5337 -3.5922
H -0.4513 -3.3370 -4.5498
H -1.1949 -4.5759 -1.1038
H -2.4802 -3.5397 -0.4405
H -0.8005 -3.1462 -0.1155
F -4.0144 0.3067 -2.2437
P -5.0999 0.1850 -1.0396
F -6.1980 0.0703 0.1645
F -4.1592 1.0917 -0.0809
F -4.3727 -1.1524 -0.4921
F -5.8417 1.5211 -1.5734
F -6.0576 -0.7233 -1.9899